This record from the Open Molecules 2025 dataset describes the molecule C8H6ClNO2 at a distorted geometry. The level of theory is ωB97M-V with the def2-TZVPD basis set.

Values from the calculation:
HOMO (alpha / beta) (Ha): -0.2958 / -0.2931
Lowest unoccupied orbital energy (alpha / beta) (eV): -0.75 / -1.38
HOMO-LUMO gap (alpha / beta) (eV): 7.3 / 6.6
Energy relative to the best compared isomer or geometry (same formula, charge and spin) (kJ/mol): 265.2

Each line ends with the natural charge from an NBO analysis.
Atoms and positions in Å:
C1 0.632 -1.154 -0.803  -0.1821
C2 -0.804 -0.954 -0.993  -0.1963
C3 1.269 -0.601 0.270  -0.1853
C4 -1.526 -0.088 -0.233  -0.2318
C5 0.496 0.096 1.197  -0.0681
C6 -0.866 0.532 0.899  0.1608
C7 1.109 0.447 2.447  0.3459
C8 2.287 1.206 2.084  0.2617
N1 -1.234 1.600 1.585  -0.5225
O1 0.603 0.539 3.560  -0.4971
O2 2.779 1.258 0.872  -0.6638
Cl1 3.208 2.127 3.144  0.0554
H1 1.098 -1.908 -1.353  0.2100
H2 -1.274 -1.426 -1.908  0.2185
H3 2.262 -0.932 0.595  0.2261
H4 -2.530 0.207 -0.564  0.2227
H5 -2.080 2.004 1.210  0.3242
H6 3.381 1.975 0.603  0.5217

Cartesian forces, eV/Å:
-2.525 0.231 0.432
0.910 -0.344 -1.614
-0.661 -1.018 1.148
0.250 0.259 -0.102
-1.326 -1.243 -1.047
0.633 0.677 0.180
0.384 2.600 0.334
1.134 0.361 0.970
0.081 -0.551 -0.359
0.376 -0.769 0.019
0.316 -0.195 -2.235
0.040 0.447 1.306
0.773 -0.812 -1.117
0.570 0.532 1.265
-0.390 0.207 -0.585
0.340 -0.158 0.525
-0.571 -0.081 -0.105
-0.333 -0.144 0.984

This record from the Open Molecules 2025 dataset describes a structure of composition C8H6EuN2O3 at a distorted geometry. The level of theory is ωB97M-V with the def2-TZVPD basis set.

Values from the calculation:
2S+1: 8
HOMO (alpha / beta) (Ha): -0.5798 / -0.5801
Lowest unoccupied orbital energy (alpha / beta) (eV): -8.76 / -8.62
HOMO-LUMO gap (alpha / beta) (eV): 7.0 / 7.2
Net charge: +2

Each line ends with the Mulliken spin population.
Atoms and positions in Å:
O1 0.001 2.278 -3.434  0.0002
C1 0.001 1.653 -2.482  0.0065
Eu1 0.000 0.552 0.117  7.0003
C2 1.788 -0.895 -0.585  -0.0034
C3 -1.790 -0.892 -0.585  -0.0034
O2 2.768 -1.341 -0.881  0.0105
O3 -2.770 -1.337 -0.882  0.0106
N1 0.018 -1.828 2.717  0.0046
C4 0.009 -0.576 3.232  -0.0213
C5 0.009 -0.298 4.599  0.0013
C6 -0.001 1.026 5.025  -0.0011
C7 -0.011 2.077 4.103  -0.0017
C8 -0.010 1.771 2.751  -0.0047
N2 0.000 0.453 2.367  -0.0011
H1 0.018 -2.069 1.741  0.0046
H2 0.025 -2.604 3.345  -0.0006
H3 0.016 -1.135 5.282  -0.0001
H4 -0.002 1.245 6.091  0.0001
H5 -0.018 3.120 4.425  0.0002
H6 -0.017 2.555 1.970  -0.0015

Cartesian forces, eV/Å:
0.000 -1.749 2.491
0.000 1.997 -2.869
0.002 2.960 -0.254
2.275 -1.543 -0.755
-2.333 -1.565 -0.773
-0.407 0.078 0.078
0.462 0.102 0.096
0.004 -0.162 0.164
-0.011 1.165 -0.150
-0.002 0.297 0.390
0.007 -0.889 -0.022
-0.008 0.844 -1.045
0.009 -1.041 1.681
-0.004 0.372 0.224
-0.003 0.190 0.176
0.003 -0.374 0.225
-0.001 0.135 0.262
0.000 -0.065 -0.237
0.003 -0.387 -0.046
0.003 -0.366 0.363

This record from the Open Molecules 2025 dataset describes a structure of composition C8H6F6N4O4S3Sc at a distorted geometry. The level of theory is ωB97M-V with the def2-TZVPD basis set.

Values from the calculation:
HOMO (Ha): -0.4572
Lowest unoccupied orbital energy (eV): -3.78
HOMO-LUMO gap (eV): 8.7
Energy relative to the best compared isomer or geometry (same formula, charge and spin) (kJ/mol): 0.0
Net charge: +1

Each line ends with the natural charge from an NBO analysis.
Atoms and positions in Å:
Sc1 0.530 -0.336 -0.485  1.8204
F1 -3.740 -0.104 -3.276  -0.2768
C1 -2.602 0.491 -3.556  0.7988
F2 -2.327 0.405 -4.833  -0.2678
F3 -2.615 1.743 -3.155  -0.2775
S1 -1.234 -0.426 -2.643  2.1554
O1 -0.411 0.647 -1.968  -0.9728
O2 -0.517 -1.233 -3.561  -0.8206
N1 -1.869 -1.294 -1.477  -1.1647
S2 -2.340 -0.553 -0.144  2.1858
O3 -3.256 0.523 -0.291  -0.8358
O4 -1.099 -0.241 0.649  -0.9678
C2 -3.056 -1.980 0.802  0.7929
F4 -3.417 -1.492 1.969  -0.2771
F5 -4.083 -2.444 0.134  -0.2707
F6 -2.123 -2.902 0.942  -0.2790
S3 1.883 -4.748 -1.185  0.1240
C3 1.611 -3.252 -0.852  0.2254
N2 1.387 -2.092 -0.599  -0.9382
N3 3.359 -0.493 1.424  -0.7550
C4 2.673 0.651 1.581  0.4462
C5 2.892 1.492 2.691  -0.2773
C6 2.159 2.634 2.817  -0.0836
C7 1.207 2.984 1.837  -0.2726
C8 1.051 2.147 0.790  0.0475
N4 1.754 0.979 0.648  -0.6585
H1 4.043 -0.768 2.106  0.4191
H2 3.192 -1.110 0.646  0.4229
H3 3.631 1.208 3.428  0.2403
H4 2.314 3.280 3.673  0.2445
H5 0.629 3.893 1.904  0.2518
H6 0.374 2.392 -0.015  0.2207

Cartesian forces, eV/Å:
1.436 -0.230 0.532
-0.111 -0.020 -0.036
0.157 -0.010 0.186
-0.043 0.077 -0.165
-0.065 0.069 -0.019
-0.083 -0.050 -0.214
-0.406 0.021 -0.985
-0.197 0.021 -0.012
0.107 0.314 0.089
0.004 0.053 -0.158
0.055 -0.262 0.178
-1.044 -0.022 0.391
0.096 0.204 -0.227
-0.090 -0.090 0.162
-0.128 -0.101 0.034
-0.057 -0.023 0.047
0.037 0.061 0.047
-0.101 -0.043 -0.078
0.225 -0.163 -0.021
0.018 0.086 0.081
0.060 -0.092 -0.101
0.064 -0.002 0.055
-0.037 0.098 0.051
0.114 0.255 0.278
0.274 -0.169 -0.151
-0.050 0.123 0.219
0.001 -0.011 0.018
-0.021 -0.044 -0.040
-0.013 0.023 -0.013
-0.006 -0.032 -0.036
0.026 -0.008 0.012
-0.223 -0.032 -0.125

This record from the Open Molecules 2025 dataset describes the ion C8H6N with charge +1 at a distorted geometry. The level of theory is ωB97M-V with the def2-TZVPD basis set.

Values from the calculation:
HOMO (alpha / beta) (Ha): -0.5251 / -0.5251
Lowest unoccupied orbital energy (alpha / beta) (eV): -5.68 / -5.68
HOMO-LUMO gap (alpha / beta) (eV): 8.6 / 8.6
Energy relative to the best compared isomer or geometry (same formula, charge and spin) (kJ/mol): 233.5
Net charge: +1

Each line ends with the natural charge from an NBO analysis.
Atoms and positions in Å:
C1 -1.163 -1.601 -1.210  0.2195
C2 -0.148 -0.773 -1.805  0.0095
C3 -0.665 -1.519 -2.625  0.1571
C4 -1.166 -0.959 0.257  0.4712
C5 0.641 0.218 -1.098  -0.4339
C6 0.635 0.239 1.634  -0.3186
C7 -0.153 1.365 1.214  -0.3274
C8 -0.152 0.073 0.283  -0.1831
N1 -1.866 -2.062 -0.148  -0.2056
H1 1.728 0.083 -1.071  0.2824
H2 0.571 1.148 -1.579  0.2693
H3 1.800 0.385 1.406  0.2547
H4 0.495 -0.460 2.435  0.2666
H5 -1.153 1.711 1.484  0.2750
H6 0.595 2.150 0.822  0.2634

Cartesian forces, eV/Å:
-0.259 0.442 1.575
3.427 3.476 2.954
-3.198 -4.557 -4.339
0.497 -1.564 -3.450
-0.596 -0.713 1.971
3.119 -0.140 -0.349
0.638 1.096 -1.040
1.492 1.161 0.225
0.539 1.847 1.053
-0.227 -0.795 0.279
-0.665 1.592 -0.445
-2.749 -0.493 0.595
-0.599 -0.109 0.216
0.560 -0.245 0.574
-1.979 -0.995 0.182

This record from the Open Molecules 2025 dataset describes a structure of composition C8H6N15OTi at a distorted geometry. The level of theory is ωB97M-V with the def2-TZVPD basis set.

Values from the calculation:
2S+1: 3
HOMO (alpha / beta) (Ha): -0.4426 / -0.4398
Lowest unoccupied orbital energy (alpha / beta) (eV): -6.09 / -7.00
HOMO-LUMO gap (alpha / beta) (eV): 6.0 / 5.0
Energy relative to the best compared isomer or geometry (same formula, charge and spin) (kJ/mol): 0.0
Net charge: +1

Each line ends with the natural charge from an NBO analysis.
Atoms and positions in Å:
Ti1 -9.013 5.117 7.230  1.6438
N1 -8.698 7.141 10.109  -0.5656
C1 -9.784 7.493 9.316  0.4717
N2 -10.612 8.576 9.413  -0.2991
N3 -11.303 8.538 8.312  -0.0122
N4 -10.955 7.610 7.506  -0.1472
N5 -10.016 6.837 8.160  -0.5048
C2 -7.926 5.999 9.949  0.4741
N6 -6.713 5.817 10.441  -0.2985
N7 -6.307 4.605 9.914  -0.0115
N8 -7.303 4.034 9.277  -0.1396
N9 -8.310 4.931 9.218  -0.4749
H1 -8.328 7.930 10.677  0.4596
N10 -7.562 1.230 6.603  -0.2810
C3 -7.238 2.484 6.343  0.2820
N11 -8.398 3.241 6.493  -0.5800
C4 -9.373 2.356 6.754  0.2988
N12 -8.881 1.127 6.886  -0.2025
C5 -10.638 2.807 7.137  0.0806
C6 -11.516 1.957 7.765  0.0672
N13 -12.760 2.399 7.996  -0.2910
C7 -13.001 3.659 7.919  0.0232
C8 -12.116 4.574 7.452  0.0701
N14 -10.947 4.138 7.006  -0.4929
H2 -7.040 0.375 6.646  0.4633
H3 -6.204 2.768 6.104  0.2691
H4 -11.378 0.890 7.973  0.2556
H5 -14.040 3.904 8.142  0.2383
H6 -12.367 5.655 7.226  0.2831
O1 -6.426 5.847 5.992  -0.0341
N15 -7.597 5.818 6.374  -0.0454

Cartesian forces, eV/Å:
-1.601 1.254 3.574
-0.070 0.976 0.761
0.109 0.190 -0.381
2.138 -1.926 1.353
-0.727 0.890 -1.360
-0.364 -1.339 0.156
0.940 -0.510 -1.005
0.055 1.202 0.234
0.109 -0.816 -1.052
-1.952 -0.029 0.799
2.138 0.904 -0.212
-1.673 0.092 -2.033
-0.219 -1.218 -0.453
-1.959 1.243 0.063
-0.851 0.741 0.488
2.492 -0.115 -1.044
3.773 -2.257 0.335
-1.039 -0.099 -0.258
-2.402 0.533 1.205
-1.577 -0.413 -0.540
1.031 -2.059 1.069
-2.931 0.415 0.158
0.721 2.461 -1.597
1.439 -0.830 -0.029
0.582 -0.112 -0.142
-0.810 0.317 0.165
0.484 0.513 -0.264
0.310 0.483 0.004
0.431 -1.294 0.761
-5.270 0.136 1.498
6.691 0.669 -2.253

This record from the Open Molecules 2025 dataset describes the molecule C8H6N2O2 at a distorted geometry. The level of theory is ωB97M-V with the def2-TZVPD basis set.

Values from the calculation:
HOMO (Ha): -0.3430
Lowest unoccupied orbital energy (eV): -0.36
HOMO-LUMO gap (eV): 9.0
Structure (SMILES): N#CC(=O)C/C=C\C(=O)C=C=N
Energy relative to the best compared isomer or geometry (same formula, charge and spin) (kJ/mol): 440.5

Each line ends with the natural charge from an NBO analysis.
Atoms and positions in Å:
C1 -1.540 0.781 0.899  0.5462
C2 -0.749 -2.310 -0.638  0.1700
C3 1.259 1.346 0.554  -0.2809
C4 1.333 0.872 -0.684  -0.1450
C5 0.802 0.408 1.627  0.5391
C6 1.020 -0.542 -1.167  -0.5632
C7 -0.674 -0.041 1.549  -0.6023
C8 -0.434 -0.927 -1.152  0.5256
N1 -2.316 1.381 0.240  -0.6041
N2 -1.022 -3.391 -0.302  -0.2597
O1 1.508 0.017 2.502  -0.5245
O2 -1.322 -0.301 -1.664  -0.5071
H1 1.293 2.453 0.917  0.2534
H2 1.680 1.407 -1.522  0.2102
H3 1.376 -0.648 -2.238  0.2604
H4 1.759 -1.196 -0.621  0.2624
H5 -1.078 -0.629 2.300  0.2636
H6 -2.894 1.320 -0.602  0.4560

Cartesian forces, eV/Å:
0.214 -1.438 -0.525
-0.344 -1.288 0.451
-0.883 1.245 0.518
-0.254 -0.145 -0.264
-2.522 -0.330 -0.457
2.115 -0.304 0.156
1.470 2.964 -1.459
-0.090 -1.269 0.083
-0.604 0.822 0.364
0.509 1.840 -0.561
0.980 -0.382 0.837
0.207 0.179 -0.163
0.578 -2.091 -1.114
0.310 1.451 -0.477
-0.642 0.264 0.995
-1.401 -0.011 -0.265
-0.509 -1.194 1.354
0.866 -0.312 0.529